No. 1
Formula: C8H22ClN2O3P
Source: the OMol25 dataset
Level of theory: wB97M-V/def2-TZVPD

The geometry in XYZ format:
```
37
Properties=species:S:1:pos:R:3
H 0.83 -1.66 -1.15
O -1.09 2.88 -1.04
H 3.24 -3.08 0.44
H 1.36 0.63 -1.32
H 0.84 2.92 -1.73
H -0.42 4.64 -0.16
H -0.63 -1.34 -2.14
H -0.23 -1.12 1.32
C 0.37 0.87 1.87
C -1.33 4.05 -0.27
H -2.74 -0.69 -2.01
H -0.08 0.79 -2.33
H -2.07 4.65 -0.80
H -1.94 1.13 0.33
C 0.30 -0.27 0.88
H -2.19 -0.61 0.40
H -0.55 1.46 1.94
H 0.69 2.62 0.00
O 3.23 -4.53 2.79
H 0.55 0.43 2.85
P 1.84 -4.77 1.93
O 2.52 -2.53 0.80
N 1.41 -3.37 1.27
C -2.69 0.27 -1.50
C 0.24 2.41 -0.97
H -0.75 -2.16 -0.55
H 3.76 -3.81 2.43
H -3.71 0.54 -1.21
H -2.34 1.03 -2.19
C -1.85 0.20 -0.24
H 1.21 1.54 1.68
N -0.39 -0.07 -0.45
C -0.23 -1.40 -1.13
Cl 2.91 -5.77 0.22
C 0.32 0.94 -1.32
H -1.71 3.80 0.72
H 1.30 -0.63 0.63
```

Values from the calculation:
HOMO level: -0.2441 hartree
strongest force on any atom: 0.7 eV/A
calculated total energy: -39584.060 eV
E_LUMO: 0.0 eV

***

No. 2
Formula: C7H5OPS
Source: the OMol25 dataset
Level of theory: wB97M-V/def2-TZVPD

The geometry in XYZ format:
```
15
Properties=species:S:1:pos:R:3
H -0.51 2.23 -0.49
C 0.50 0.36 -0.27
H 1.92 1.30 -1.63
C -0.61 1.19 -0.23
O 1.51 -1.77 0.00
S 3.13 1.48 0.53
C 1.87 0.76 -0.70
H -2.70 1.30 0.21
C -0.83 -1.51 0.49
C 0.39 -0.99 0.09
H -0.91 -2.55 0.77
H -2.88 -1.06 0.87
P 2.88 -0.72 -0.34
C -1.93 -0.67 0.54
C -1.83 0.66 0.17
```

Values from the calculation:
HOMO level: -0.3282 hartree
strongest force on any atom: 2.9 eV/A
calculated total energy: -29511.123 eV
E_LUMO: -0.8 eV
SMILES: c1ccc2c(c1)OP1S[C@H]21

***

No. 3
Formula: C3H7NO3
Source: the OMol25 dataset
Level of theory: wB97M-V/def2-TZVPD

The geometry in XYZ format:
```
14
Properties=species:S:1:pos:R:3
H -2.06 1.57 -0.41
H 1.16 -1.39 -1.03
H 1.01 -1.28 0.82
H -1.34 -1.13 -0.71
O 2.78 0.67 0.95
N 2.30 0.16 -0.10
O -2.03 0.73 -0.90
C -1.30 -0.17 -0.20
C 1.18 -0.78 -0.12
C 0.63 0.62 -0.27
H -1.66 -1.08 1.49
H 0.42 1.22 0.61
O -1.65 -0.19 1.13
H 0.57 1.06 -1.26
```

Values from the calculation:
HOMO level: -0.2901 hartree
strongest force on any atom: 6.1 eV/A
calculated total energy: -10850.755 eV
E_LUMO: 0.1 eV

***

No. 4
Formula: C44H62Cl27F5N2O3
Source: the OMol25 dataset
Level of theory: wB97M-V/def2-TZVPD

The geometry in XYZ format:
```
143
Properties=species:S:1:pos:R:3
C -3.47 1.07 -0.66
H -9.85 -10.38 6.86
H 10.46 -2.11 -3.89
H 8.07 5.46 -0.29
C -2.27 2.87 -3.43
H 1.60 0.18 -3.42
H 2.16 2.33 0.30
C 2.04 -1.56 2.68
O 0.12 2.16 -0.96
Cl -8.78 -3.03 6.02
H -0.64 1.89 2.55
F -7.93 1.24 -2.28
C 4.87 4.20 -2.55
Cl -11.67 -11.78 7.34
Cl -10.49 3.15 -5.91
H 9.91 -0.75 1.73
Cl 5.31 2.07 3.98
C 4.65 2.01 5.62
O -1.64 3.00 0.25
C 0.30 -2.12 -3.16
Cl 7.57 -0.47 1.82
C 5.63 -2.57 4.01
H 3.59 1.68 -0.06
Cl 11.20 -2.48 -1.69
C -7.50 -7.72 6.87
H -6.87 -7.49 7.73
C 2.01 -0.38 -2.58
Cl 10.66 0.07 -3.06
Cl 4.11 -1.80 4.47
H 0.54 -0.79 -4.82
H -0.55 -2.17 -5.10
C -4.38 0.95 -1.71
C 8.32 4.67 -1.01
H 8.96 3.97 -0.49
C -3.94 1.14 0.65
C 5.49 -1.85 -2.06
H 0.62 1.71 1.33
C 6.83 2.66 -1.37
H 12.16 -1.63 -3.65
C 4.64 2.84 -2.38
H 4.88 2.95 6.11
Cl -7.20 -9.39 6.38
C -6.22 1.04 -0.14
N -3.44 3.21 -3.75
H -3.69 2.87 -4.68
H -9.46 -4.28 4.14
H 1.17 -1.67 2.05
Cl -5.16 -0.46 4.66
C 1.03 2.61 -1.88
C 11.16 -1.61 -3.23
H 5.11 1.18 6.14
C -8.83 -4.48 5.00
C 0.37 -1.84 -4.63
Cl 5.44 -4.32 3.77
H 4.21 -0.65 -0.98
Cl 6.33 -7.17 7.67
Cl -7.79 3.15 -7.06
C 6.06 4.79 -2.12
Cl -9.19 -7.47 7.34
Cl 9.45 0.71 -0.06
H -7.27 -7.06 6.04
Cl 1.55 -1.78 4.36
H 7.57 2.03 -0.89
H 5.97 -2.14 3.08
H 5.71 -2.40 -2.96
H 5.53 1.01 -1.66
C -1.27 2.44 -0.99
H -6.72 -2.19 4.37
H 3.10 -2.11 -3.30
H 1.85 2.62 3.28
O 2.19 0.45 -1.45
H -10.29 6.17 -6.27
H 2.79 -2.30 2.44
H -10.84 -10.72 5.42
H -2.61 3.90 -1.66
H 6.22 5.85 -2.25
H 6.35 -2.41 4.79
H -9.23 -5.30 5.59
C 2.38 1.85 -1.64
H 9.08 -1.57 0.38
Cl 1.35 4.38 -1.69
H -4.06 0.86 -2.73
Cl -0.80 -3.37 -2.71
H -8.57 4.28 -5.16
H 3.65 1.28 -3.34
C -10.39 -11.14 6.31
Cl 0.93 -1.90 -0.57
H 5.98 -8.16 5.58
Cl -8.21 7.19 -5.86
Cl 2.73 0.05 2.40
H -7.28 1.05 0.07
Cl -7.22 -4.94 4.42
H -8.46 2.52 -4.90
H 1.39 4.11 2.40
C -8.76 3.30 -5.59
C -5.78 -1.94 3.91
C -0.59 3.49 1.10
H 4.11 4.81 -3.02
C -5.74 0.93 -1.44
H -0.74 2.80 -4.90
H 2.89 2.85 -3.51
H -0.72 1.40 -3.85
Cl 7.95 -6.93 5.24
H 5.69 -6.40 5.55
C 3.33 -1.09 -3.00
C 1.02 -1.48 -2.23
Cl -6.03 -1.75 2.17
H 1.18 -2.43 -5.07
H 0.14 4.09 0.58
H 6.24 -1.89 -1.28
C 5.65 2.08 -1.80
C -5.31 1.13 0.90
Cl -9.24 -12.39 5.82
H 3.77 -0.56 -3.85
H 0.43 3.53 3.74
C -1.99 1.06 -0.94
Cl 2.90 1.77 5.63
F -6.30 1.52 -3.66
F -1.70 0.33 -2.04
C 0.09 2.43 1.94
H 8.85 5.16 -1.82
Cl -10.47 8.20 -7.45
C -9.61 6.77 -6.86
H -3.23 1.21 1.45
C 6.33 -7.19 5.91
C -1.77 3.38 -2.09
C -1.37 2.10 -4.36
C -6.69 0.81 -2.59
H -9.25 6.21 -7.72
C 7.06 4.03 -1.50
C 9.12 -0.67 0.98
H 0.73 2.52 -2.92
C 3.36 2.17 -2.80
N 2.91 2.35 -0.39
F -6.83 -0.47 -3.01
C 1.03 3.20 2.89
H -5.64 1.21 1.93
H -1.03 4.15 -2.30
C 4.36 -1.17 -1.91
H -1.09 4.18 1.78
H -1.96 1.56 -5.09
H -5.05 -2.73 4.07
F -1.40 0.41 0.11
```

Values from the calculation:
HOMO level: -0.3165 hartree
strongest force on any atom: 2.7 eV/A
calculated total energy: -407448.414 eV
E_LUMO: 0.2 eV

***

No. 5
Formula: CH3N2OPS
Source: the OMol25 dataset
Level of theory: wB97M-V/def2-TZVPD

The geometry in XYZ format:
```
9
Properties=species:S:1:pos:R:3
N 0.89 0.33 -0.28
H -0.07 0.76 -0.36
H 1.09 0.32 0.65
P -0.54 -4.12 -0.40
C -2.18 -3.57 -0.66
O -0.29 -4.66 0.92
S 0.72 -4.10 -1.82
N -3.17 -3.09 -0.97
H 1.47 0.97 -0.88
```

Values from the calculation:
HOMO level: -0.3806 hartree
strongest force on any atom: 5.4 eV/A
calculated total energy: -26236.764 eV
E_LUMO: -1.7 eV
SMILES: N#CP(=O)=S.N

***

No. 6
Formula: H16NO11Zn
Source: the OMol25 dataset
Level of theory: wB97M-V/def2-TZVPD

The geometry in XYZ format:
```
29
Properties=species:S:1:pos:R:3
O 5.88 3.29 -2.06
O -4.65 -2.21 -1.69
H -1.74 3.93 4.50
H 0.39 -5.31 -1.82
O 0.42 -1.69 4.91
H 2.21 1.52 -5.35
H -3.84 -2.17 -1.18
H -1.33 -3.12 2.02
H -4.71 -3.11 -1.99
O 1.41 1.54 -0.22
H 3.55 2.22 -5.43
H -1.20 -3.43 0.54
O 1.48 -0.31 0.68
H 6.50 2.87 -2.66
O -5.65 1.48 0.57
H -1.44 2.72 3.65
O 2.77 2.14 -4.88
O -1.54 3.00 4.56
Zn 2.72 4.15 -2.32
H 1.62 -4.42 -1.87
H -4.71 1.39 0.76
O 0.69 -4.44 -2.09
H 1.04 -1.50 4.21
H 6.43 3.82 -1.48
O -0.38 0.62 0.44
N 0.82 0.62 0.34
H 0.91 -2.24 5.52
O -1.73 -3.62 1.31
H -5.91 2.27 1.03
```

Values from the calculation:
net charge: +1
HOMO level: -0.4651 hartree
strongest force on any atom: 2.3 eV/A
calculated total energy: -72672.341 eV
E_LUMO: -10.3 eV

***

No. 7
Formula: C7H14N2O
Source: the OMol25 dataset
Level of theory: wB97M-V/def2-TZVPD

The geometry in XYZ format:
```
24
Properties=species:S:1:pos:R:3
N 2.98 -1.02 0.89
C 1.04 0.65 0.36
H -1.90 1.92 -0.95
N 1.40 2.04 0.10
H 2.61 -1.30 -1.52
H 0.00 0.78 2.26
O 2.29 -0.54 -2.18
C 2.25 -0.10 0.80
H -1.06 0.44 -1.46
H -0.05 -2.65 0.59
H 0.83 0.21 -0.63
C -1.83 0.83 -0.78
C -1.55 0.53 0.67
C -0.16 0.40 1.25
H -1.46 -1.16 2.08
H -2.26 1.01 1.35
H -0.36 -1.59 -0.80
C -1.04 -0.81 1.13
C -0.77 -1.94 0.16
H 1.35 2.58 0.95
H -2.79 0.39 -1.09
H 0.74 2.44 -0.55
H 1.42 -0.62 -2.60
H -1.69 -2.50 -0.05
```

Values from the calculation:
HOMO level: -0.3614 hartree
strongest force on any atom: 3.8 eV/A
calculated total energy: -12512.154 eV
E_LUMO: 0.5 eV
SMILES: C[C@@H]1[C@H](C)[C@@H]1[C@@H](N)C#N.O

***

No. 8
Formula: C29H29ClCoNO3
Source: the OMol25 dataset
Level of theory: wB97M-V/def2-TZVPD

The geometry in XYZ format:
```
64
Properties=species:S:1:pos:R:3
C -1.04 -2.75 -2.59
C -3.11 -2.77 -1.20
H 0.68 -3.56 -0.70
H -2.53 -0.09 -0.96
C -1.41 -1.69 1.11
C 1.76 0.19 -4.46
H -2.75 -0.56 -2.63
C 2.19 0.96 0.47
C -1.76 -2.06 -1.44
O 0.16 0.44 -1.54
H 1.17 -3.68 1.97
C 4.17 0.31 -4.20
C -2.88 3.58 5.65
H 0.87 -0.30 -4.84
H 2.03 1.89 -0.07
C 2.72 -1.22 0.92
C 2.10 0.82 1.87
C 2.74 1.98 -3.16
C 2.43 -0.59 2.19
Cl -3.76 4.72 6.57
C 1.61 1.35 -3.69
H -0.05 -2.32 -2.76
H -3.69 -2.29 -0.41
C 0.21 1.93 -3.53
H 4.90 1.96 -3.00
C -0.56 -2.26 2.16
H -2.12 2.79 2.41
H -0.04 2.58 -4.37
Co 0.57 -0.74 2.15
H -2.36 -1.19 1.29
C -2.16 2.75 3.49
H -2.19 2.49 7.39
H 2.09 1.62 2.60
H -2.97 -3.82 -0.92
C -1.45 1.64 5.56
N -0.81 0.89 -3.45
C 2.57 -0.27 -0.10
C 0.44 -3.06 1.46
O 0.11 -0.08 3.94
C -2.17 2.56 6.30
C 3.04 -0.33 -4.71
C 4.02 1.46 -3.41
H 3.12 -2.23 0.81
H -0.93 -3.82 -2.40
H 0.21 2.54 -2.60
H 2.62 -0.98 3.19
H -0.89 0.84 6.02
H -1.63 -2.64 -3.51
C -2.88 3.68 4.24
H -1.64 0.94 -4.03
C -2.03 -0.59 -1.81
H 3.13 -1.23 -5.31
C -1.45 1.75 4.16
H 2.78 -0.44 -1.16
O -0.68 0.79 2.08
H -0.77 -2.27 3.23
C -0.84 0.26 -2.24
H -3.72 -2.76 -2.11
C -0.66 0.81 3.37
H 5.17 -0.08 -4.41
C 0.15 -3.02 0.09
H 2.62 2.88 -2.55
C -0.98 -2.18 -0.14
H -3.44 4.47 3.76
```

Values from the calculation:
spin multiplicity: 5
<S²>: 6.043
HOMO level (alpha / beta): -0.2698 / -0.2709 hartree
strongest force on any atom: 3.0 eV/A
calculated total energy: -88323.094 eV
E_LUMO (alpha / beta): 0.3 / -1.2 eV

***

No. 9
Formula: C12H16N4O3P2S
Source: the OMol25 dataset
Level of theory: wB97M-V/def2-TZVPD

The geometry in XYZ format:
```
38
Properties=species:S:1:pos:R:3
C -0.74 -0.81 -1.39
C -2.14 -0.32 -1.74
H 3.51 -0.42 4.66
C 4.52 1.10 3.62
P -4.57 0.30 -0.26
P 1.77 -0.51 -0.18
N 1.59 -1.63 1.13
H -7.63 0.54 -4.50
C -2.80 0.50 -0.64
N -6.14 -1.27 -2.39
N 4.69 1.72 2.67
C 5.98 0.05 0.69
N 7.23 -2.24 0.69
S -5.09 -1.55 -0.33
H 6.08 0.52 1.66
H -6.00 0.27 -5.15
C -6.45 -0.80 -3.40
C -1.99 1.33 0.03
H 4.92 -0.11 0.48
H 1.09 -2.45 0.79
C -6.86 -0.20 -4.67
C 4.30 0.31 4.83
O -2.65 -0.52 -2.81
H -4.80 0.77 1.06
C 0.06 0.00 -0.70
H -0.46 -1.82 -1.69
O 2.53 0.77 0.51
H -7.25 -0.98 -5.33
C -0.52 1.37 -0.38
H 1.00 -1.25 1.87
H -2.33 1.94 0.86
H 5.21 -0.21 5.10
O 0.09 2.40 -0.48
H 2.14 1.62 0.25
H -5.36 1.12 -1.13
H 6.40 0.70 -0.07
H 4.00 0.96 5.65
C 6.68 -1.24 0.69
```

Values from the calculation:
HOMO level: -0.2711 hartree
strongest force on any atom: 3.5 eV/A
calculated total energy: -54215.430 eV
E_LUMO: -1.4 eV

***

No. 10
Formula: C11H9EuN3O8S2
Source: the OMol25 dataset
Level of theory: wB97M-V/def2-TZVPD

The geometry in XYZ format:
```
34
Properties=species:S:1:pos:R:3
N -1.21 -4.53 -0.51
C 0.39 3.74 0.45
O 3.11 -0.24 0.10
N 1.32 1.67 -0.21
C 2.73 3.30 0.78
H 1.77 5.17 1.25
S 1.13 -3.43 0.08
H -0.49 4.36 0.55
Eu 0.46 -0.59 -0.16
C -1.06 1.75 -0.38
H -3.89 -3.53 -2.20
O -1.35 -1.09 1.06
O -1.99 2.72 -0.72
H -3.05 -5.45 -0.79
H 5.20 0.40 0.78
C 2.51 2.04 0.27
S -1.06 0.09 1.89
C 0.27 2.46 -0.07
O 0.42 0.20 1.90
H 3.71 3.58 1.16
H -0.88 -5.27 0.10
C 1.64 4.17 0.84
C -2.46 -4.57 -1.02
H -2.82 2.26 -0.86
C -2.00 -2.48 -1.98
C -2.90 -3.54 -1.79
O -1.57 1.36 1.10
C -0.36 -3.47 -0.68
O 4.70 1.22 0.72
N -0.79 -2.45 -1.47
H -2.28 -1.60 -2.55
O -1.71 0.15 3.16
C 3.46 0.89 0.33
O -0.98 0.71 -1.13
```

Values from the calculation:
spin multiplicity: 8
<S²>: 15.760
HOMO level (alpha / beta): -0.2061 / -0.3283 hartree
strongest force on any atom: 6.2 eV/A
calculated total energy: -73405.140 eV
E_LUMO (alpha / beta): -0.7 / -0.6 eV

***

No. 11
Formula: C6H15N2O2
Source: the OMol25 dataset
Level of theory: wB97M-V/def2-TZVPD

The geometry in XYZ format:
```
25
Properties=species:S:1:pos:R:3
H -2.53 -2.64 1.10
H 2.07 -1.04 1.91
C -3.52 -0.07 -0.77
O -3.06 -1.99 0.47
H 3.70 0.35 -0.80
C -2.57 -0.84 0.16
C 3.54 -0.26 0.07
C -1.14 1.92 0.85
H 3.87 0.27 1.01
H 0.39 -0.21 -1.24
N 2.03 -0.56 0.00
H -4.57 -0.41 -0.56
H -2.23 2.32 0.93
H -0.87 1.68 1.92
H -3.22 -0.39 -1.73
H -3.43 1.08 -0.68
H 1.48 -1.48 -1.80
H -0.50 2.69 0.56
H 2.05 0.13 -1.93
H 0.34 -1.12 1.05
O -0.90 0.85 -0.01
C 1.39 -0.87 1.07
N -1.39 -0.47 0.48
C 1.47 -0.58 -1.32
H 4.01 -1.28 -0.21
```

Values from the calculation:
net charge: +1
HOMO level: -0.4834 hartree
strongest force on any atom: 4.3 eV/A
calculated total energy: -13530.295 eV
E_LUMO: -4.1 eV

***

No. 12
Formula: C6H3IO2
Source: the OMol25 dataset
Level of theory: wB97M-V/def2-TZVPD

The geometry in XYZ format:
```
12
Properties=species:S:1:pos:R:3
C 0.93 -1.04 -0.36
H 2.31 0.62 -0.91
C -0.55 -1.21 -0.42
C -1.30 -0.26 0.14
I -3.39 -0.38 0.09
C -0.62 0.88 0.83
H 0.89 2.36 0.17
O -1.02 1.34 1.87
C 0.63 1.32 0.16
H -0.96 -2.07 -0.91
O 1.71 -1.95 -0.24
C 1.38 0.38 -0.41
```

Values from the calculation:
HOMO level: -0.3576 hartree
strongest force on any atom: 0.7 eV/A
calculated total energy: -18464.521 eV
E_LUMO: -1.3 eV
SMILES: O=C1C=CC(=O)C(I)=C1